[1]
Computed, not measured: C3HF2NS as an isolated structure at a distorted geometry, with ωB97M-V/def2-TZVPD.

Atoms and positions in Å:
C (0.785, -0.424, -0.515)
C (0.239, 0.657, 0.193)
C (-1.186, -0.104, 0.528)
N (0.736, 0.822, -1.113)
F (1.033, 1.445, 1.025)
F (-2.456, 0.108, 0.928)
S (-0.795, -1.400, -0.481)
H (1.645, -1.105, -0.564)

The value obtained for the total energy is -767.3675 Ha. The calculation puts the relative energy (zero: lowest compared OMol25 entry of this formula, charge and spin) at 112.35 kcal/mol. For the LUMO energy (alpha / beta), the calculation gives -0.075 / -0.075 hartree. The calculation puts the gap between HOMO and LUMO (alpha / beta) at 6.41 / 6.41 eV. The maximum force comes out at 3.99 eV/A.

[2]
Computed, not measured: a 11-piece molecular cluster, C8H40N2O11 overall at a distorted geometry, with ωB97M-V/def2-TZVPD.

Atoms and positions in Å:
C (2.756, 3.867, -2.057)
C (3.365, 2.447, -2.411)
C (3.211, 1.450, -1.284)
O (3.801, 1.956, -0.067)
C (3.104, 1.466, 1.115)
N (2.798, 1.901, -3.621)
H (1.667, 3.903, -2.085)
H (3.156, 4.438, -2.894)
H (3.277, 4.177, -1.151)
H (4.419, 2.398, -2.687)
H (3.550, 0.432, -1.477)
H (2.135, 1.374, -1.130)
H (2.917, 0.392, 1.119)
H (2.114, 1.920, 1.067)
H (3.589, 1.846, 2.014)
H (3.205, 0.980, -3.706)
H (1.791, 1.863, -3.547)
C (-4.159, 1.535, 1.615)
C (-2.906, 0.888, 2.105)
C (-3.218, -0.373, 2.966)
O (-3.928, -0.056, 4.179)
C (-4.261, -1.211, 4.968)
N (-1.830, 0.743, 1.107)
H (-4.929, 1.553, 2.386)
H (-4.528, 1.003, 0.737)
H (-3.901, 2.574, 1.408)
H (-2.661, 1.606, 2.887)
H (-2.326, -0.956, 3.195)
H (-3.888, -1.026, 2.406)
H (-4.761, -0.904, 5.886)
H (-3.420, -1.904, 4.923)
H (-4.938, -1.696, 4.265)
H (-2.255, 0.258, 0.329)
H (-1.215, 0.024, 1.461)
O (-0.861, 2.782, -0.223)
H (-0.150, 2.310, -0.656)
H (-1.257, 2.136, 0.362)
O (0.138, -1.180, 2.695)
H (-0.503, -1.850, 2.931)
H (0.151, -1.186, 1.738)
O (0.130, 1.056, -3.478)
H (-0.792, 1.094, -3.226)
H (0.146, 0.484, -4.245)
O (-2.802, -1.235, -0.670)
H (-1.988, -1.277, -1.172)
H (-3.447, -1.676, -1.223)
O (2.886, -3.171, -2.455)
H (1.937, -3.097, -2.550)
H (3.213, -3.228, -3.353)
O (0.407, -0.658, -0.516)
H (0.688, -0.434, -1.403)
H (0.903, -1.448, -0.300)
O (0.168, -2.944, -2.783)
H (-0.254, -3.720, -2.412)
H (-0.255, -2.825, -3.634)
O (2.393, -2.179, 0.092)
H (3.102, -2.354, 0.710)
H (2.789, -2.312, -0.770)
O (0.195, -4.028, 1.068)
H (0.445, -4.560, 0.313)
H (0.887, -3.370, 1.138)

Its charge is -1. The value obtained for the total energy is -1265.8759 Ha. The calculation puts the relative energy (zero: lowest compared OMol25 entry of this formula, charge and spin) at 15.36 kcal/mol. For the LUMO energy (alpha / beta), the calculation gives 0.097 / 0.092 hartree. The spin multiplicity is 2. The calculation puts the gap between HOMO and LUMO (alpha / beta) at 3.19 / 8.93 eV. The maximum force comes out at 3.20 eV/A. The expectation value of S² is 0.75.